(1)
This record from the Open Molecules 2025 dataset describes the ion C5H8N3O2 with charge -1 in a non-equilibrium geometry. The level of theory is the ωB97M-V functional and the def2-TZVPD basis.

The charge is -1. For the highest occupied orbital energy, the calculation gives -2.5 eV. The structure (SMILES) is CN(C)NC(=O)NC#C[O-]. As for the multiplicity: 1.

Atoms and positions in Å:
1 C 1.338 -1.283 -0.658
2 N 0.020 -0.914 -1.133
3 C 0.052 -0.380 -2.475
4 N -0.601 0.017 -0.285
5 C -1.131 -0.440 0.939
6 O -1.637 -1.558 1.068
7 N -1.098 0.451 1.942
8 C -0.469 1.695 2.006
9 C -0.221 2.638 2.779
10 O 0.200 3.699 3.212
11 H 1.231 -1.742 0.324
12 H 1.773 -2.010 -1.343
13 H 2.015 -0.416 -0.575
14 H -0.966 -0.121 -2.760
15 H 0.684 0.519 -2.560
16 H 0.431 -1.143 -3.154
17 H -0.053 0.873 -0.107
18 H -1.567 0.118 2.779

Here is what Löwdin gives for the atomic charges, in e: -0.10 -0.28 -0.11 0.04 -0.59 -0.02 0.02 -0.15 -0.41 -0.11 0.08 0.07 0.08 0.08 0.08 0.07 0.10 0.14

***

(2)
This record from the Open Molecules 2025 dataset describes a structure of composition C10H15CaClN5O4 in a non-equilibrium geometry. The level of theory is the ωB97M-V functional and the def2-TZVPD basis.

The charge is +1. For the highest occupied orbital energy, the calculation gives -11.9 eV. As for the multiplicity: 1.

Atoms and positions in Å:
1 Ca 1.506 -4.485 -0.572
2 Cl 0.803 -0.878 0.880
3 O -0.372 -0.590 1.728
4 O 0.584 -2.266 0.621
5 O 0.655 -0.149 -0.383
6 O 2.114 -0.686 1.385
7 C 5.523 -1.510 -0.079
8 C 4.529 -2.593 -0.128
9 N 3.753 -3.439 -0.145
10 H 5.949 -1.237 -1.045
11 H 6.278 -1.664 0.692
12 H 4.921 -0.731 0.388
13 C -1.384 -1.531 -3.374
14 C -2.387 -0.528 -3.116
15 N -3.178 0.258 -2.869
16 H -1.784 -2.522 -3.590
17 H -0.703 -1.629 -2.529
18 H -0.706 -1.334 -4.205
19 C 1.647 2.729 0.489
20 C 2.570 2.235 -0.596
21 N 3.323 1.912 -1.414
22 H 1.817 2.049 1.324
23 H 0.659 2.816 0.038
24 H 1.904 3.746 0.787
25 C -4.400 -0.605 1.613
26 C -4.910 -0.273 0.277
27 N -5.328 0.064 -0.793
28 H -4.930 -0.107 2.424
29 H -3.352 -0.310 1.665
30 H -4.487 -1.668 1.839
31 C -1.466 2.601 1.822
32 C -2.317 2.222 0.727
33 N -3.034 1.958 -0.133
34 H -1.279 3.657 1.628
35 H -0.601 1.939 1.834
36 H -1.919 2.544 2.812

Here is what Löwdin gives for the atomic charges, in e: 1.71 0.65 -0.32 -0.51 -0.35 -0.32 0.01 -0.19 0.03 0.11 0.11 0.09 -0.09 -0.27 0.16 0.07 0.05 0.08 -0.07 -0.27 0.11 0.07 0.07 0.09 -0.09 -0.29 0.11 0.08 0.05 0.07 -0.08 -0.27 0.17 0.09 0.04 0.09

***

(3)
This record from the Open Molecules 2025 dataset describes a structure of composition C21H61AsF6NO25P6 in a non-equilibrium geometry. The level of theory is the ωB97M-V functional and the def2-TZVPD basis.

The charge is -1. For the highest occupied orbital energy, the calculation gives -7.6 eV. As for the multiplicity: 1.

Atoms and positions in Å:
1 As 0.371 1.230 1.350
2 F 1.162 2.491 0.446
3 F -0.573 0.688 -0.043
4 F -0.321 -0.142 2.256
5 F 1.356 1.726 2.741
6 F -0.901 2.199 2.019
7 F 1.695 0.208 0.961
8 C 0.596 5.960 -3.357
9 O 0.348 6.307 -4.512
10 N -0.162 5.232 -2.541
11 C 0.418 4.700 -1.317
12 C -1.330 4.590 -3.154
13 H 1.489 6.408 -2.884
14 H -0.397 4.604 -0.600
15 H 1.018 5.503 -0.886
16 H 0.986 3.786 -1.471
17 H -1.633 5.150 -4.030
18 H -1.068 3.573 -3.458
19 H -2.139 4.543 -2.426
20 C -0.241 -6.431 -1.947
21 O 0.296 -5.368 -2.719
22 P -0.602 -4.062 -2.984
23 O -0.119 -3.174 -4.064
24 O -2.084 -4.597 -3.260
25 C -2.415 -5.442 -4.349
26 O -0.759 -3.481 -1.501
27 C 0.037 -2.394 -1.081
28 H 0.407 -7.304 -1.936
29 H -1.238 -6.728 -2.275
30 H -0.355 -6.110 -0.907
31 H -2.931 -4.888 -5.128
32 H -2.939 -6.331 -4.005
33 H -1.516 -5.839 -4.834
34 H 0.966 -2.579 -0.526
35 H -0.522 -1.656 -0.513
36 H 0.502 -1.943 -1.967
37 C 2.163 -3.111 3.072
38 O 2.193 -2.929 4.495
39 P 3.430 -2.324 5.259
40 O 3.171 -1.686 6.555
41 O 4.395 -3.632 5.315
42 C 4.881 -4.129 6.549
43 O 4.235 -1.449 4.222
44 C 3.782 -0.099 3.961
45 H 1.803 -2.247 2.508
46 H 1.429 -3.873 2.801
47 H 3.169 -3.449 2.823
48 H 5.952 -3.934 6.595
49 H 4.613 -5.188 6.638
50 H 4.324 -3.701 7.390
51 H 4.204 0.152 2.991
52 H 4.188 0.600 4.688
53 H 2.697 -0.097 3.890
54 C -7.122 1.737 -1.587
55 O -6.402 0.866 -0.746
56 P -5.654 1.324 0.572
57 O -6.468 1.608 1.759
58 O -4.764 -0.009 0.765
59 C -3.528 0.046 1.489
60 O -4.666 2.465 0.091
61 C -3.792 2.252 -1.021
62 H -8.012 1.256 -1.988
63 H -6.516 2.046 -2.444
64 H -7.412 2.665 -1.089
65 H -2.715 -0.402 0.920
66 H -3.692 -0.522 2.405
67 H -3.230 1.068 1.726
68 H -2.775 2.267 -0.614
69 H -3.784 3.143 -1.650
70 H -4.004 1.331 -1.554
71 C -1.044 -2.070 4.959
72 O -0.207 -1.487 5.932
73 P -0.867 -0.580 7.061
74 O -2.177 -1.067 7.507
75 O 0.222 -0.429 8.206
76 C 1.082 -1.548 8.564
77 O -0.988 0.885 6.433
78 C 0.215 1.546 6.039
79 H -1.244 -3.131 5.160
80 H -0.522 -2.094 4.005
81 H -2.038 -1.632 4.877
82 H 1.130 -2.347 7.839
83 H 0.765 -1.867 9.560
84 H 2.032 -1.056 8.763
85 H 0.060 2.515 5.567
86 H 0.731 0.914 5.315
87 H 0.818 1.784 6.920
88 C -3.162 -1.570 -6.556
89 O -2.128 -0.818 -5.897
90 P -2.391 0.651 -5.399
91 O -3.325 1.465 -6.191
92 O -2.879 0.419 -3.879
93 C -2.002 -0.153 -2.893
94 O -0.936 1.253 -5.213
95 C -0.071 1.462 -6.334
96 H -4.071 -0.965 -6.579
97 H -3.247 -2.470 -5.954
98 H -2.954 -1.777 -7.605
99 H -2.088 0.442 -1.988
100 H -0.996 -0.262 -3.291
101 H -2.360 -1.169 -2.691
102 H 0.085 2.539 -6.445
103 H -0.637 1.181 -7.225
104 H 0.897 0.988 -6.223
105 C 3.980 4.184 -3.040
106 O 4.934 3.124 -2.982
107 P 4.803 1.893 -1.933
108 O 5.950 0.989 -1.841
109 O 4.392 2.599 -0.587
110 C 4.720 2.022 0.662
111 O 3.398 1.266 -2.389
112 C 3.258 0.850 -3.739
113 H 3.113 3.947 -2.425
114 H 3.649 4.341 -4.066
115 H 4.471 5.099 -2.716
116 H 5.302 1.098 0.609
117 H 3.836 1.799 1.257
118 H 5.400 2.607 1.287
119 H 4.146 0.919 -4.371
120 H 2.488 1.437 -4.238
121 H 2.966 -0.201 -3.717

These are the Löwdin partial charges, in e, on atoms 1 to 99: 0.78 -0.25 -0.27 -0.28 -0.28 -0.24 -0.26 -0.38 -0.02 -0.18 -0.05 -0.02 0.13 0.09 0.09 0.07 0.08 0.09 0.07 -0.11 -0.21 0.41 -0.23 -0.23 -0.11 -0.20 -0.11 0.09 0.08 0.09 0.08 0.09 0.09 0.09 0.07 0.08 -0.07 -0.21 0.38 -0.22 -0.22 -0.12 -0.22 -0.06 0.08 0.09 0.09 0.09 0.09 0.08 0.08 0.10 0.07 -0.11 -0.22 0.36 -0.23 -0.22 -0.09 -0.21 -0.09 0.09 0.09 0.09 0.07 0.09 0.08 0.08 0.08 0.08 -0.11 -0.23 0.36 -0.24 -0.21 -0.08 -0.20 -0.10 0.09 0.07 0.09 0.07 0.08 0.08 0.09 0.07 0.08 -0.07 -0.21 0.35 -0.23 -0.22 -0.08 -0.23 -0.08 0.08 0.08 0.09 0.05

***

(4)
This record from the Open Molecules 2025 dataset describes a cluster of 2 separate species, C4H12O in total in a non-equilibrium geometry. The level of theory is the ωB97M-V functional and the def2-TZVPD basis.

For the highest occupied orbital energy, the calculation gives -10.0 eV. The structure (SMILES) is CCO.CC. As for the multiplicity: 1.

Atoms and positions in Å:
1 C 1.951 1.072 0.848
2 C 1.572 0.052 -0.183
3 O 0.982 0.511 -1.450
4 H 1.820 0.558 1.762
5 H 1.187 1.786 0.740
6 H 3.016 1.320 0.654
7 H 2.412 -0.462 -0.631
8 H 0.820 -0.676 0.192
9 H 0.400 1.114 -1.302
10 C -1.507 -0.539 0.092
11 C -2.787 -1.007 0.590
12 H -0.973 -1.602 0.150
13 H -1.397 -0.268 -1.113
14 H -0.863 0.154 0.704
15 H -3.591 -1.429 -0.093
16 H -3.346 -0.320 1.119
17 H -2.722 -1.734 1.341

Here is what Löwdin gives for the atomic charges, in e: -0.07 -0.30 -0.05 0.06 0.06 0.10 0.11 0.07 -0.05 -0.20 -0.23 0.11 0.14 0.07 0.11 0.03 0.05

***

(5)
This record from the Open Molecules 2025 dataset describes a structure of composition C6H11NO in a non-equilibrium geometry. The level of theory is the ωB97M-V functional and the def2-TZVPD basis.

For the highest occupied orbital energy, the calculation gives -9.5 eV. As for the multiplicity: 1.

Atoms and positions in Å:
1 C 2.083 0.093 0.248
2 C 1.011 0.769 0.675
3 C 0.038 0.093 1.732
4 C -0.155 0.706 -0.202
5 C -0.798 -0.628 -1.885
6 C -1.812 -0.684 -1.006
7 H 2.575 0.550 -0.650
8 H 2.766 0.136 1.100
9 H 1.745 -0.904 0.028
10 H 0.887 1.927 1.077
11 H 0.522 -0.425 2.876
12 H -0.779 0.825 2.176
13 H -0.565 -1.084 1.476
14 H -0.372 -1.332 -2.649
15 H -0.949 0.322 -2.264
16 H -2.356 0.247 -0.891
17 H -2.360 -1.679 -0.948
18 N -0.569 -0.572 -0.484
19 O -0.912 1.641 -0.409

Here is what Löwdin gives for the atomic charges, in e: -0.10 -0.40 -0.11 -0.55 -0.15 -0.21 0.12 0.11 0.10 0.21 0.14 0.11 0.18 0.15 0.09 0.13 0.15 -0.08 0.08

***

(6)
This record from the Open Molecules 2025 dataset describes a cluster of 2 separate species, C2H7I2NSi in total in a non-equilibrium geometry. The level of theory is the ωB97M-V functional and the def2-TZVPD basis.

For the highest occupied orbital energy (spin up / spin down), the calculation gives -7.7 / -7.7 eV. As for the multiplicity: 1.

Atoms and positions in Å:
1 C 1.302 -0.585 0.650
2 C 0.988 0.866 -1.216
3 N 0.707 0.580 0.142
4 Si -2.115 -0.165 0.685
5 I -3.744 1.493 -0.159
6 I -2.375 -2.467 -0.257
7 H 1.044 -0.808 1.775
8 H 1.004 -1.358 0.049
9 H 2.357 -0.462 0.725
10 H 2.049 1.152 -1.204
11 H 0.876 -0.013 -1.706
12 H 0.191 1.679 -1.519
13 H -2.284 0.089 2.034

Here is what Löwdin gives for the atomic charges, in e: -0.25 -0.19 -0.19 -0.21 0.29 0.29 0.11 0.02 0.07 0.10 0.03 0.12 -0.19